Entry from the Open Molecules 2025 dataset: C23H26N6PdSe as an isolated structure (the ωB97M-V functional and the def2-TZVPD basis).

Positions of all 57 atoms, in Å:
Pd: -0.105 -0.401 0.173
C: 2.820 -0.489 1.447
N: 1.509 0.055 1.783
C: 0.866 -0.607 2.922
C: 0.245 -1.942 2.532
C: 0.156 -2.987 3.433
C: -0.477 -4.164 3.060
C: -0.999 -4.274 1.782
C: -0.885 -3.196 0.927
N: -0.283 -2.061 1.294
C: 1.439 1.519 1.740
C: 1.292 2.063 0.321
C: 1.832 3.285 -0.037
C: 1.637 3.776 -1.320
C: 0.917 3.018 -2.229
C: 0.399 1.807 -1.814
N: 0.571 1.348 -0.570
C: 2.884 -1.226 0.119
C: 4.095 -1.764 -0.300
C: 4.152 -2.430 -1.509
C: 2.995 -2.541 -2.272
C: 1.834 -1.982 -1.786
N: 1.780 -1.338 -0.611
H: 3.562 0.314 1.419
H: 3.148 -1.176 2.231
H: 1.559 -0.751 3.757
H: 0.053 0.030 3.278
H: 0.583 -2.875 4.420
H: -0.556 -4.985 3.760
H: -1.492 -5.175 1.447
H: -1.282 -3.220 -0.079
H: 0.550 1.833 2.293
H: 2.304 1.986 2.221
H: 2.407 3.845 0.688
H: 2.052 4.733 -1.606
H: 0.756 3.352 -3.244
H: -0.169 1.172 -2.480
H: 4.976 -1.657 0.319
H: 5.083 -2.856 -1.856
H: 2.994 -3.053 -3.224
H: 0.906 -2.046 -2.341
C: -3.695 -0.542 -2.581
N: -3.691 0.789 -1.981
C: -4.229 1.917 -2.555
C: -4.017 2.939 -1.694
N: -3.354 2.418 -0.608
C: -2.916 3.177 0.558
C: -3.153 1.102 -0.791
Se: -2.526 -0.114 0.501
H: -4.240 -0.488 -3.518
H: -4.184 -1.244 -1.910
H: -2.674 -0.867 -2.766
H: -4.718 1.893 -3.512
H: -4.286 3.978 -1.757
H: -3.238 4.207 0.434
H: -1.830 3.139 0.633
H: -3.359 2.757 1.457

E_HOMO (spin up / spin down) = -13.500 / -13.500 eV
Frontier orbital gap (spin up / spin down) = 7.74 / 7.74 eV
Spin multiplicity = 1
LUMO (spin up / spin down) = -5.76 / -5.76 eV
Net charge = +2
Energy relative to the best compared isomer or geometry (same formula, charge and spin) = 0.0 kJ/mol